[1]
Molecular formula: C28H39Cl2N4NiO4
Method: DFT, ωB97M-V with the def2-TZVPD basis set

Properties
- HOMO (spin up / spin down) (eV) = -2.78 / -4.05
- M (g/mol) = 625.2
- total charge = -1
- spin multiplicity = 3
- ΔE to the lowest compared entry with this formula, charge and spin (kcal per mole) = 23.03
- largest force on an atom (eV/A) = 2.420
- gap between HOMO and LUMO (spin up / spin down) (eV) = 5.05 / 6.31

Element x y z (Å)
O -0.0722 0.4301 -4.5334
C -0.7571 0.5720 -5.5334
C -0.4886 1.5696 -6.6206
C 0.6479 2.3981 -6.5503
H 1.3867 2.2276 -5.7642
C 0.8204 3.4299 -7.4766
H 1.6891 4.0913 -7.3977
C -0.1220 3.6209 -8.5013
H 0.0058 4.4392 -9.2145
C -1.2240 2.7574 -8.6073
H -1.9452 2.8980 -9.4162
C -1.3966 1.7312 -7.6774
H -2.2374 1.0418 -7.7624
H -1.6519 -0.0678 -5.7021
C -3.2377 2.3202 -1.2106
C -2.5609 1.1357 -0.6301
H -4.1626 2.5877 -0.6914
H -3.4494 2.1409 -2.2704
H -2.5273 3.1524 -1.1510
C -2.8192 0.4784 0.4870
C -3.9076 0.7554 1.5143
H -2.1689 -0.3639 0.7485
H -4.6636 1.4941 1.2123
H -3.4705 1.0825 2.4648
H -4.4029 -0.1850 1.7819
Ni -0.7833 0.7138 -1.7711
Cl 0.4091 2.2842 -0.9960
Cl -1.6755 -1.0477 -2.5593
H 3.1641 -0.0397 -3.3045
H 4.6945 1.2232 -1.5073
C 2.3968 0.0684 -2.5195
C 3.8532 1.1080 -0.8050
N 2.9875 0.0065 -1.2010
H 1.6339 -0.7139 -2.6066
C 2.9116 -1.1353 -0.4683
O 2.3317 -2.1661 -0.8127
H 4.2435 0.8939 0.1956
H 3.4821 -1.0580 0.4844
H 1.9140 1.0483 -2.6267
H 3.2792 2.0426 -0.7801
H -1.7381 -5.7429 1.2565
H -0.5940 -6.1018 -1.0581
C -2.2445 -4.8785 0.8046
C -1.1542 -5.2139 -1.3993
N -1.4463 -4.3283 -0.2756
H -2.3740 -4.0896 1.5468
C -0.9689 -3.0621 -0.1552
O -1.1112 -2.3588 0.8435
H -0.5526 -4.6637 -2.1313
H -0.4611 -2.6903 -1.0646
H -3.2226 -5.1972 0.4202
H -2.0913 -5.5418 -1.8788
C 0.4327 1.0465 6.4993
N 0.1686 1.1419 5.0759
N 0.7903 0.3781 4.1552
C 0.4224 0.8095 2.8498
O 0.7964 0.2606 1.8182
C -0.4381 1.9501 3.1044
C -0.5347 2.1275 4.4620
C -1.2514 3.1870 5.2228
C 1.6729 -0.7061 4.4219
C 1.3383 -1.7410 5.3132
C 2.1841 -2.8443 5.4721
C 3.3634 -2.9406 4.7187
C 3.7084 -1.9123 3.8245
C 2.8768 -0.7964 3.6924
H 0.9286 0.1084 6.7319
H -0.5151 1.0914 7.0419
H 1.0548 1.8837 6.8358
H -0.8922 2.5357 2.3196
H -1.0747 3.1183 6.3035
H -0.9452 4.1903 4.8924
H -2.3359 3.1457 5.0414
H 0.3978 -1.6907 5.8606
H 1.9106 -3.6344 6.1759
H 4.0088 -3.8182 4.8204
H 4.6214 -1.9888 3.2216
H 3.1435 0.0011 2.9961

These are the Mulliken partial charges, in e, on atoms 1 to 8: -0.50 -0.16 0.60 -0.30 0.38 -0.45 0.35 -0.34

[2]
Molecular formula: C28H39FO24
Method: DFT, ωB97M-V with the def2-TZVPD basis set

Properties
- HOMO (eV) = -10.05
- SMILES string = O=C1OC[C@@H](F)O1.C[C@H]1COC(=O)O1.C[C@H]1COC(=O)O1.C[C@H]1COC(=O)O1.C[C@H]1COC(=O)O1.O=C1OCCO1.O=C1OCCO1.O=C1OCCO1
- M (g/mol) = 778.6
- ΔE to the lowest compared entry with this formula, charge and spin (kcal per mole) = 0.00
- largest force on an atom (eV/A) = 8.318
- gap between HOMO and LUMO (eV) = 9.31

Element x y z (Å)
O 1.0350 -2.9218 -0.8686
C 0.5734 -1.8506 -0.5460
O -0.0164 -0.9639 -1.4661
C -0.4425 0.2245 -0.7935
C -0.5813 -0.3324 0.6529
F -1.7971 -0.9068 0.6693
O 0.4000 -1.3483 0.6845
H 0.3817 0.9373 -0.7667
H -1.3102 0.7676 -1.1682
H -0.5240 0.4000 1.4581
C 0.2709 6.0974 -0.6352
C -0.1795 5.0227 0.3598
C -0.3487 3.5639 -0.0662
O 0.0627 2.8255 1.0546
C 0.6799 3.6583 1.8850
O 1.1555 3.2680 2.9196
O 0.7905 4.8739 1.3839
H -0.4829 6.1442 -1.4211
H 1.2837 6.0113 -1.0287
H 0.2217 7.0766 -0.1589
H -1.1230 5.3759 0.7760
H 0.2992 3.3989 -0.9270
H -1.3968 3.3583 -0.2839
C 5.7388 3.5061 0.9481
C 4.2546 3.2107 0.6406
C 3.5942 3.9882 -0.4334
O 2.9731 3.0210 -1.2493
C 3.3356 1.8105 -0.8717
O 3.0110 0.7586 -1.3433
O 4.1415 1.8863 0.1997
H 6.4147 3.3637 0.1049
H 6.0837 2.8064 1.7094
H 5.8946 4.5265 1.2984
H 3.7219 3.3037 1.5870
H 4.2253 4.6429 -1.0345
H 2.8564 4.5652 0.1240
C -5.4353 -2.7298 2.8667
C -4.1073 -2.6136 2.0194
C -3.2543 -3.8271 1.7786
O -2.9134 -3.7212 0.4327
C -3.9129 -3.0271 -0.2150
O -4.0919 -3.0950 -1.4089
O -4.6287 -2.2963 0.6688
H -5.2023 -3.1985 3.8228
H -6.1582 -3.4327 2.4525
H -5.9597 -1.8091 3.1227
H -3.4980 -1.8099 2.4328
H -3.7645 -4.7655 1.9957
H -2.4004 -3.9001 2.4522
C 2.4059 -2.1329 -4.1911
C 1.2155 -2.9802 -4.7452
C -0.0435 -2.0635 -5.0514
O 0.0778 -1.8741 -6.4693
C 0.9164 -2.8433 -7.0049
O 1.1772 -2.9856 -8.1575
O 1.5627 -3.4427 -6.0227
H 2.6372 -1.3436 -4.9063
H 3.3346 -2.7036 -4.1851
H 2.2100 -1.6414 -3.2382
H 1.1329 -3.8609 -4.1083
H -0.0474 -1.0941 -4.5530
H -0.9521 -2.5825 -4.7462
O 0.5066 -0.7629 7.7499
C 0.8908 -0.1114 6.8055
O 0.5822 -0.3716 5.4636
C 1.1520 0.5555 4.6124
C 1.4235 1.6365 5.6441
O 1.5846 1.0089 6.8701
H 2.0903 0.2565 4.1451
H 0.5442 0.8018 3.7417
H 0.5554 2.2843 5.7657
H 2.2489 2.3127 5.4210
O 2.6743 -7.2893 1.8870
C 1.8959 -6.3682 1.6588
O 0.6351 -6.5454 1.1484
C -0.0220 -5.2592 1.2260
C 0.7301 -4.4923 2.2323
O 2.0049 -5.0894 2.0375
H -0.2059 -4.8252 0.2432
H -1.0321 -5.3428 1.6272
H 0.3107 -4.5379 3.2374
H 0.6992 -3.4863 1.8138
O -2.1056 0.1766 -4.4790
C -2.7918 1.0558 -3.9234
O -3.3082 0.8764 -2.8220
C -3.8567 2.1139 -2.3637
C -3.7403 3.0847 -3.4662
O -2.9125 2.2873 -4.3094
H -4.8621 1.8795 -2.0141
H -3.3472 2.5455 -1.5021
H -3.1103 3.8983 -3.1066
H -4.7316 3.4123 -3.7793

These are the Mulliken partial charges, in e, on atoms 1 to 8: -0.57 0.50 -0.07 0.97 0.03 -0.27 -0.28 -0.44

[3]
Molecular formula: C28H39N2O2P2RuS4
Method: DFT, ωB97M-V with the def2-TZVPD basis set

Properties
- HOMO (spin up / spin down) (eV) = -3.79 / -3.79
- M (g/mol) = 726.9
- total charge = -1
- spin multiplicity = 5
- ΔE to the lowest compared entry with this formula, charge and spin (kcal per mole) = 69.29
- largest force on an atom (eV/A) = 0.774
- gap between HOMO and LUMO (spin up / spin down) (eV) = 6.08 / 6.07

Element x y z (Å)
Ru -0.0392 -0.8878 -0.2450
C -0.5596 3.0174 2.0503
N 0.1852 0.3213 2.0971
C 1.4627 0.1017 2.7686
C 2.4983 -0.4597 1.8020
N 1.9726 -1.5979 1.0508
C 1.4986 -2.6634 1.9537
C 2.8783 -2.1455 0.0651
C 4.2533 -1.9771 0.1524
C 5.1059 -2.5720 -0.7700
C 4.5754 -3.3598 -1.7778
C 3.2021 -3.5135 -1.8829
C 2.3245 -2.8977 -0.9917
S 0.5798 -3.0669 -1.1829
C -0.9967 0.1289 2.8889
C -1.0383 0.6516 4.1794
C -2.1605 0.5085 4.9760
C -3.2690 -0.1538 4.4601
C -3.2330 -0.6733 3.1809
C -2.0970 -0.5648 2.3658
S -2.1093 -1.3535 0.8027
H -1.5314 2.7011 2.4214
H -0.7132 3.8140 1.3213
H 0.0948 3.3468 2.8572
H 1.2927 -0.6025 3.5835
H 1.8666 1.0246 3.2025
H 3.3806 -0.7355 2.3973
H 2.7931 0.3077 1.0819
H 2.2698 -2.9009 2.6993
H 1.2700 -3.5490 1.3673
H 0.5800 -2.3553 2.4523
H 4.6805 -1.3813 0.9468
H 6.1754 -2.4251 -0.6886
H 5.2290 -3.8389 -2.4966
H 2.7766 -4.1010 -2.6867
H -0.1771 1.1908 4.5573
H -2.1762 0.9223 5.9757
H -4.1664 -0.2606 5.0565
H -4.0920 -1.1922 2.7754
C -2.8154 6.0069 -0.7710
C -2.5274 4.7237 -1.5315
O -2.1641 3.6757 -0.6462
P -3.2585 2.4331 -0.2665
S 0.1722 1.7051 1.0655
S -4.0644 1.8118 -2.0057
O -4.5076 3.4119 0.3189
C -4.3563 3.8611 1.6496
C -4.7662 2.8003 2.6622
H -3.0188 6.8172 -1.4764
H -1.9618 6.2943 -0.1532
H -3.6845 5.8802 -0.1268
H -1.6903 4.8843 -2.2196
H -3.3966 4.4243 -2.1240
H -4.9861 4.7495 1.7584
H -3.3229 4.1779 1.8421
H -5.7971 2.4919 2.4826
H -4.6825 3.1829 3.6829
H -4.1317 1.9190 2.5650
C -0.9374 2.0535 -3.4671
P -0.8579 0.5280 -2.4539
C -1.6921 -0.7011 -3.5130
C 0.9361 0.1623 -2.7737
C 1.4321 -0.7497 -3.7074
C 2.7951 -0.9182 -3.8814
C 3.7005 -0.1803 -3.1283
C 3.2283 0.7295 -2.1977
C 1.8596 0.8976 -2.0234
H -0.3031 1.9352 -4.3473
H -0.6015 2.9029 -2.8741
H -1.9797 2.2190 -3.7346
H -1.4507 -0.5683 -4.5700
H -2.7620 -0.5503 -3.3610
H -1.4196 -1.7057 -3.1859
H 0.7438 -1.3502 -4.2886
H 3.1582 -1.6443 -4.5988
H 4.7647 -0.3309 -3.2548
H 3.9227 1.3079 -1.6000
H 1.4958 1.6286 -1.3095

These are the Mulliken partial charges, in e, on atoms 1 to 8: 0.40 -0.83 1.49 -2.02 -0.83 1.78 -1.23 0.05

[4]
Molecular formula: C28H39N2O3
Method: DFT, ωB97M-V with the def2-TZVPD basis set

Properties
- HOMO (eV) = -11.33
- SMILES string = CCCCCCCCCCOC(=O)Cn1c(COc2ccccc2C)[n+](C)c2ccccc21
- M (g/mol) = 451.6
- total charge = +1
- ΔE to the lowest compared entry with this formula, charge and spin (kcal per mole) = 3.55
- largest force on an atom (eV/A) = 0.991
- gap between HOMO and LUMO (eV) = 8.46

Element x y z (Å)
C 4.9421 -0.2321 6.1639
C 5.0637 -0.0903 4.6513
C 3.7220 -0.1985 3.9240
C 3.1582 -1.6180 3.9213
C 1.7547 -1.7107 3.3211
C 1.6522 -1.3028 1.8509
C 2.4777 -2.1940 0.9248
C 2.1412 -1.9929 -0.5523
C 2.4921 -0.5915 -1.0495
C 2.2961 -0.4451 -2.5540
O 0.9283 -0.6785 -2.9424
C 0.0687 0.2924 -2.7717
O 0.2798 1.3939 -2.3370
C -1.3406 -0.1443 -3.2245
N -2.2036 1.0030 -3.2098
C -2.4966 1.7414 -2.1338
C -2.2229 1.3960 -0.7080
O -2.1769 0.0061 -0.5551
C -2.0429 -0.5031 0.7329
C -1.8559 0.2782 1.8608
C -1.7501 -0.3245 3.1054
C -1.8269 -1.6980 3.2224
C -2.0034 -2.4731 2.0882
C -2.1150 -1.8974 0.8330
C -2.3023 -2.7352 -0.3949
N -3.1200 2.8675 -2.5004
C -3.5727 3.9088 -1.6151
C -3.2303 2.8757 -3.8774
C -3.7820 3.7905 -4.7656
C -3.7177 3.4782 -6.1079
C -3.1254 2.2966 -6.5594
C -2.5762 1.3808 -5.6855
C -2.6354 1.6859 -4.3317
H 4.5844 -1.2204 6.4402
H 4.2507 0.5082 6.5611
H 5.9107 -0.0816 6.6341
H 5.7434 -0.8543 4.2675
H 5.5034 0.8845 4.4270
H 3.8620 0.1354 2.8936
H 3.0029 0.4746 4.3975
H 3.8383 -2.2773 3.3795
H 3.1023 -1.9812 4.9485
H 1.0825 -1.0728 3.9001
H 1.3977 -2.7385 3.4224
H 1.9625 -0.2630 1.7446
H 0.6017 -1.3671 1.5564
H 3.5407 -2.0022 1.0748
H 2.2874 -3.2379 1.1825
H 1.0754 -2.1784 -0.7075
H 2.6952 -2.7249 -1.1441
H 1.8797 0.1534 -0.5398
H 3.5387 -0.3754 -0.8312
H 2.8648 -1.1980 -3.1014
H 2.5849 0.5580 -2.8814
H -1.2935 -0.5616 -4.2296
H -1.6996 -0.9078 -2.5307
H -1.2635 1.8604 -0.4198
H -3.0185 1.8273 -0.0812
H -1.7839 1.3526 1.7962
H -1.6080 0.2923 3.9788
H -1.7463 -2.1672 4.1897
H -2.0581 -3.5474 2.1757
H -3.1283 -2.3549 -0.9942
H -2.5120 -3.7653 -0.1227
H -1.3991 -2.7220 -1.0065
H -3.9627 4.7315 -2.2083
H -4.3669 3.5430 -0.9617
H -2.7470 4.2761 -1.0052
H -4.2448 4.7047 -4.4325
H -4.1352 4.1626 -6.8287
H -3.0976 2.0968 -7.6186
H -2.1240 0.4727 -6.0488

These are the Mulliken partial charges, in e, on atoms 1 to 8: -1.18 -0.59 -0.22 -0.71 -0.95 1.26 -0.91 -0.25

[5]
Molecular formula: C28H39N3O8P2SSiTi
Method: DFT, ωB97M-V with the def2-TZVPD basis set

Properties
- HOMO (spin up / spin down) (eV) = -4.98 / -7.01
- M (g/mol) = 715.6
- spin multiplicity = 3
- ΔE to the lowest compared entry with this formula, charge and spin (kcal per mole) = 10.57
- largest force on an atom (eV/A) = 1.901
- gap between HOMO and LUMO (spin up / spin down) (eV) = 5.34 / 7.35

Element x y z (Å)
Ti 0.4733 -0.4614 -0.0063
C -1.3257 -2.6206 2.3218
C -1.5903 -1.2370 1.7946
C -1.0456 -0.1160 2.4140
C -1.5526 1.1617 2.1628
C -2.6043 1.3360 1.2849
C -3.1339 0.2313 0.6242
C -2.6254 -1.0301 0.8707
H -0.3912 -2.6642 2.8805
H -1.2652 -3.3580 1.5221
H -2.1423 -2.8985 2.9934
H -0.2996 -0.2488 3.1903
H -1.1293 2.0126 2.6825
H -3.0024 2.3255 1.1014
H -3.9470 0.3557 -0.0791
H -3.0600 -1.8921 0.3769
C 0.7220 -6.3941 -0.3563
Si 0.9535 -5.5533 -2.0051
C 2.7448 -5.1603 -2.3350
C 0.3301 -6.7104 -3.3425
C -0.0549 -3.9702 -2.1358
C -0.9734 -3.7793 -3.1550
C -1.6545 -2.5680 -3.3120
C -1.3723 -1.5574 -2.4211
N -0.5011 -1.7149 -1.4201
C 0.1486 -2.8861 -1.2542
S 1.2174 -2.8898 0.1126
H 1.1851 -7.3840 -0.3751
H -0.3398 -6.5217 -0.1349
H 1.1681 -5.8133 0.4499
H 3.3642 -6.0596 -2.2953
H 3.1211 -4.4440 -1.6039
H 2.8508 -4.7171 -3.3274
H 0.8938 -7.6455 -3.3037
H 0.4592 -6.2925 -4.3424
H -0.7249 -6.9579 -3.2090
H -1.1741 -4.5854 -3.8514
H -2.3722 -2.4179 -4.1059
H -1.8439 -0.5819 -2.4788
C 0.8101 1.2443 -3.9621
C 1.3191 2.0047 -2.7509
O 1.9926 3.2034 -3.1685
P 2.5534 1.0212 -1.8253
O 2.9677 1.9913 -0.6415
O 3.8747 0.9244 -2.6931
O 2.0915 -0.3342 -1.4519
P 0.0095 2.3975 -1.5167
O -1.1851 3.0521 -2.3550
O 0.6275 3.4052 -0.5875
O -0.4637 1.0829 -0.9622
H 1.6334 1.0289 -4.6445
H 0.0679 1.8484 -4.4832
H 0.3596 0.2997 -3.6585
H 1.8679 3.8635 -2.4710
H 2.2284 2.5982 -0.3860
H 4.2206 1.8008 -2.9228
H -1.3970 3.9357 -2.0242
C 3.8862 1.3455 5.1220
N 3.6821 1.5879 3.6904
N 3.1520 0.4759 3.0201
C 2.1618 0.8964 2.1680
O 1.6038 0.1715 1.3532
C 1.9807 2.3001 2.4036
C 2.8831 2.6659 3.3325
C 3.1335 3.9966 3.9414
C 3.9305 -0.7062 2.8940
C 5.3177 -0.6441 2.9519
C 6.0545 -1.8120 2.8398
C 5.4178 -3.0299 2.6512
C 4.0332 -3.0770 2.5846
C 3.2830 -1.9212 2.7228
H 4.4619 0.4315 5.2459
H 2.9349 1.2489 5.6506
H 4.4589 2.1717 5.5360
H 1.2814 2.9288 1.8764
H 2.5357 4.7494 3.4336
H 4.1848 4.2681 3.8541
H 2.8708 4.0132 4.9998
H 5.8073 0.3135 3.0644
H 7.1347 -1.7635 2.8821
H 5.9980 -3.9370 2.5526
H 3.5223 -4.0163 2.4234
H 2.2046 -1.9582 2.6820

These are the Mulliken partial charges, in e, on atoms 1 to 8: -0.04 -1.64 1.00 -0.74 -0.32 -0.66 -0.57 -0.09

[6]
Molecular formula: C28H39N3O9PS
Method: DFT, ωB97M-V with the def2-TZVPD basis set

Properties
- HOMO (eV) = -11.38
- M (g/mol) = 624.7
- total charge = +1
- largest force on an atom (eV/A) = 3.070
- gap between HOMO and LUMO (eV) = 7.32

Element x y z (Å)
C 0.2240 3.5472 3.5218
C 1.7185 3.4552 3.3448
O 2.4118 4.4300 3.3274
O 2.2905 2.2200 3.2079
C 1.6466 1.3259 2.3035
C 1.7649 1.8258 0.8728
C 0.9934 1.0114 -0.2059
C 0.5390 -0.3475 0.2461
C -0.6771 -0.5817 0.9289
C -1.5213 0.6223 1.2365
C -2.8191 0.7194 0.4490
C -4.0262 0.9639 1.0881
C -5.1906 1.0714 0.3455
C -5.1521 0.9601 -1.0392
C -6.4221 1.1117 -1.8381
C -3.9395 0.7287 -1.6750
C -2.7751 0.6031 -0.9326
C -1.0196 -1.9139 1.2662
P -2.5797 -2.2186 2.1793
O -3.6673 -2.0834 1.0422
O -2.7065 -3.7566 2.6038
S -2.7836 -1.1517 3.7718
C -0.1736 -2.9580 0.9051
C -0.4648 -4.4118 1.1037
C -1.6195 -4.8481 0.1722
C -2.3930 -6.0833 0.5556
O -1.4528 -6.0501 -0.4994
N 0.9956 -2.6559 0.3008
O 1.8661 -3.6597 -0.0577
C 1.3732 -1.3987 -0.0354
N 2.5929 -1.1805 -0.7026
C 3.7916 -1.0447 0.1151
C 3.9791 -1.8307 1.3848
O 4.6225 -0.2583 -0.2339
C 2.6747 -1.9081 -1.9333
C 4.0312 -2.1604 -2.5029
O 1.6502 -2.2941 -2.4309
H -0.1964 3.8841 2.5734
H 0.0099 4.3020 4.2679
H -0.2319 2.5915 3.7623
H 2.2079 0.3966 2.3963
H 0.6241 1.1324 2.6240
H 2.8239 1.8096 0.6194
H 1.4616 2.8682 0.7827
H 0.1374 1.5849 -0.5446
H 1.6465 0.9265 -1.0631
H -0.9666 1.5183 0.9857
H -1.7295 0.7085 2.2993
H -4.0180 1.0516 2.1651
H -6.1210 1.2408 0.8696
H -7.2309 0.5903 -1.3319
H -6.7020 2.1637 -1.8781
H -6.3010 0.7438 -2.8514
H -3.9051 0.6595 -2.7526
H -1.8332 0.4305 -1.4387
H -4.5516 -2.1044 1.4420
H -2.4046 -3.8235 3.5222
H -0.7323 -4.6584 2.1220
H 0.3395 -5.0617 0.7791
H -2.1666 -4.0493 -0.3220
H -3.4214 -5.8429 0.3271
H -2.0391 -6.4186 1.5179
H 2.1573 -4.0678 0.7725
H 3.1119 -2.3777 1.7386
H 4.8519 -2.4674 1.2678
H 4.2330 -1.1062 2.1567
H 3.9216 -2.5984 -3.4847
H 4.5984 -2.7955 -1.8222
H 4.5759 -1.2198 -2.5566
C 1.1144 3.7768 -3.9232
C 2.2774 3.1290 -3.2113
O 2.2492 1.9506 -2.8695
N 3.3634 3.8923 -2.9587
C 3.5768 5.2922 -3.2855
H 0.3325 3.0345 -4.0490
H 0.7205 4.6109 -3.3415
H 1.4158 4.1386 -4.9062
H 4.1034 3.3987 -2.4838
H 4.4463 5.3956 -3.9349
H 3.7566 5.8652 -2.3756
H 2.7119 5.7043 -3.7927

These are the Mulliken partial charges, in e, on atoms 1 to 8: -0.84 0.63 -0.53 -0.43 -0.05 -0.93 -1.00 0.67

Question: Which formula does entry 1 have?
Answer: C28H39Cl2N4NiO4

Question: Which of these has the highest largest force on an atom?
Answer: C28H39FO24

Question: largest force on an atom of number 5 (C28H39N3O8P2SSiTi)?
Answer: 1.901 eV/A

Question: Which formula does entry 3 have?
Answer: C28H39N2O2P2RuS4